1.
Entry from the OMol25 dataset: C6H6INO2S2 as an isolated structure (the ωB97M-V functional and the def2-TZVPD basis).

The geometry in XYZ format:
```
18
Properties=species:S:1:pos:R:3:forces:R:3:nbo_charge:R:1
C -0.3384 0.7834 -1.5351 2.7128 -2.2548 -1.7538 -0.0551
C -1.2739 1.6781 -2.7370 1.9208 -0.4425 2.3096 -0.5771
H -0.1063 0.7641 1.8505 -1.3354 0.2049 -0.1952 0.2056
C 0.1696 0.2013 0.9680 -0.0885 -2.5553 2.7898 -0.1225
H 0.3858 0.1225 -2.2051 -1.5408 1.6219 1.3338 0.2689
C 1.6380 -0.2704 1.2351 -0.0343 -0.3447 -0.4080 -0.5102
C -1.4331 0.0125 -0.9284 -3.1126 -0.3647 -0.5255 -0.6266
H -2.1246 0.8661 -0.6507 0.1181 -1.4154 0.7170 0.2154
N 0.6238 0.8875 -0.1371 -2.1289 3.3066 -4.4080 -0.4372
S -0.9913 -1.1766 0.3335 1.0785 1.9116 0.9228 0.2051
H 1.8343 -1.3362 1.2313 -0.0247 -0.0624 -0.0236 0.2467
C 1.8995 0.4118 -0.0599 0.3764 -0.9003 -2.1210 0.6860
H -2.0225 -0.6340 -1.6264 0.6001 0.8421 -0.0236 0.2627
H 2.2401 0.2466 1.9458 -0.0700 0.2138 1.2686 0.2346
O 2.7628 0.4174 -0.8791 0.9126 0.3006 -0.2700 -0.5570
O -0.8267 -0.3801 -4.1369 -0.0677 -0.2447 -0.5354 -0.8993
S -1.5479 0.8979 -4.1424 0.4379 0.3364 1.1137 1.1927
I -2.3522 3.3698 -2.2104 0.2456 -0.1530 -0.1911 0.2674
```
Forces are in eV/Å.

Results
Total charge: 0
Orbital gap in eV: 8.414
Energy relative to the best compared isomer or geometry (same formula, charge and spin) in kJ/mol: 36.3
LUMO energy in eV: -0.9



2.
Entry from the OMol25 dataset: C6H6LiNaO2 as an isolated structure (the ωB97M-V functional and the def2-TZVPD basis).

The geometry in XYZ format:
```
16
Properties=species:S:1:pos:R:3:forces:R:3:nbo_charge:R:1
C -1.8442 -1.1201 0.0494 1.1441 -1.4942 0.0133 0.1343
H 1.6189 1.8385 -0.1003 -0.0991 -0.0203 0.3195 0.2043
O 2.7984 -0.7400 -0.8131 -0.2905 -0.2780 0.4760 -0.4285
C 0.8152 -0.7695 0.6627 -2.4516 -1.7673 -0.2010 -0.4437
H 1.3205 -1.4071 1.4038 -0.1086 0.1781 -0.0079 0.2663
H 0.6083 2.7003 1.2087 0.2244 -0.2593 -0.0273 0.2187
H -0.1565 0.5754 2.0885 0.2317 -0.0767 -0.1917 0.2188
C 0.5224 0.5885 1.2322 -0.2586 0.4359 -0.3103 -0.1374
Na -0.9753 1.1319 -1.6852 0.3225 -0.3600 0.2949 0.9546
C 0.9388 1.7656 0.7546 -0.1172 -0.2150 -0.1814 -0.4610
O -2.1917 0.1353 -0.1166 -0.9733 1.5597 0.1479 -1.0708
H -2.6466 -1.8763 -0.0336 0.2826 0.2286 -0.1079 0.1609
C -0.6049 -1.6094 0.2729 1.7694 1.0585 0.8179 -0.3204
H -0.4543 -2.6893 0.2672 -0.1428 0.3347 0.1567 0.2263
C 1.6489 -0.7373 -0.5707 0.1455 0.9216 -1.0931 0.4965
Li -3.6357 0.8317 0.6832 0.3216 -0.2463 -0.1053 0.9811
```
Forces are in eV/Å.

Results
Total charge: +1
2S+1: 2
<S²>: 0.75
Orbital gap (spin up / spin down) in eV: 6.260 / 7.485
Energy relative to the best compared isomer or geometry (same formula, charge and spin) in kJ/mol: 0.0
LUMO energy (spin up / spin down) in eV: -4.3 / -4.4



3.
Entry from the OMol25 dataset: a 2-piece molecular cluster, C6H6N overall (the ωB97M-V functional and the def2-TZVPD basis).

The geometry in XYZ format:
```
13
Properties=species:S:1:pos:R:3:forces:R:3:nbo_charge:R:1
C 2.3448 -1.3086 -0.2551 -4.5839 -1.3662 -0.4201 0.3403
C 0.8493 0.7390 0.2852 -2.0546 -0.6774 -0.8689 -0.2814
C 3.0298 -0.2324 -0.0646 3.2563 2.2476 1.8439 -0.2906
H -2.6568 -1.6217 0.4987 -2.2289 -2.8057 2.9228 0.3841
C 2.2101 0.9131 0.3101 -0.7883 -4.2233 -1.7062 -0.1083
H -2.2228 -1.3349 -1.0201 -0.3114 -0.1844 -0.9950 0.3894
C 1.0820 -1.6524 -0.2608 0.8984 0.3515 -0.2433 -0.0478
H 0.1122 1.5219 0.3413 0.1859 0.3492 0.4256 0.2804
H 4.1266 -0.1949 0.0759 -0.7348 0.1494 -0.4790 0.3022
C 0.3988 -0.5582 -0.1047 1.7727 -0.3314 0.9185 0.3416
N -2.1733 -1.0677 -0.0710 4.1153 2.7642 -2.0106 -0.9498
H -2.3517 -0.1055 0.0777 -0.6164 0.7898 -0.0422 0.3822
H 2.7239 1.7818 0.3504 1.0896 2.9367 0.6544 0.2578
```
Forces are in eV/Å.

Results
Total charge: +1
Orbital gap in eV: 8.727
Energy relative to the best compared isomer or geometry (same formula, charge and spin) in kJ/mol: 380.1
LUMO energy in eV: -6.0



4.
Entry from the OMol25 dataset: an isolated ion of composition C6H6N and charge +1 (the ωB97M-V functional and the def2-TZVPD basis).

The geometry in XYZ format:
```
13
Properties=species:S:1:pos:R:3:forces:R:3:mulliken_charge:R:1
H -2.9024 0.0268 0.6431 0.2103 -0.0277 -0.1815 0.3678
H 3.1287 1.3377 -0.1882 0.2418 -0.0169 -0.0247 0.3889
H -0.8232 0.1111 1.5830 -0.1862 -0.0489 -0.0047 0.2915
N -2.1721 -0.0551 -0.0754 -0.1096 0.0370 -0.2544 -0.2714
H 0.1829 -1.4876 -0.8783 0.0167 -0.2240 -0.2419 0.2381
C -0.7879 0.0428 0.5040 0.5547 -0.2539 0.6182 0.3084
C 0.1643 1.0215 -0.1678 -0.5198 0.7164 -0.4727 -0.8353
C 3.5489 -0.6106 0.0527 0.4448 -0.5603 0.0645 -0.1577
C 1.2843 0.2584 0.0170 -1.2482 -1.3168 0.1279 0.8796
H -2.3019 -0.9499 -0.5662 -0.0621 0.2609 0.1251 0.3679
C 2.6852 0.3457 -0.0676 0.2421 0.9709 -0.0826 -0.4103
C 0.2908 -0.7501 -0.1006 0.3854 0.5936 0.2261 -0.5614
H -2.2977 0.7093 -0.7556 0.0302 -0.1303 0.1007 0.3940
```
Forces are in eV/Å.

Results
Total charge: +1
Orbital gap in eV: 9.054
Energy relative to the best compared isomer or geometry (same formula, charge and spin) in kJ/mol: 521.3
LUMO energy in eV: -4.5



5.
Entry from the OMol25 dataset: one molecule with the formula C6H6N2 (the ωB97M-V functional and the def2-TZVPD basis).

The geometry in XYZ format:
```
14
Properties=species:S:1:pos:R:3:forces:R:3:nbo_charge:R:1
C -0.6452 1.4958 1.5650 0.3944 -2.4300 -0.0053 -0.3364
N -0.6699 -0.6847 0.3716 2.3486 4.5708 0.3088 -0.4504
H 0.8507 2.8958 0.8847 0.4146 0.6712 0.6290 0.2007
H 1.3303 -0.3139 -2.4701 -1.8710 -0.2773 1.7916 0.2396
C 0.2837 -2.0793 -1.6018 0.1592 4.2623 4.8335 -0.3008
H -2.0018 -0.6261 1.7470 1.6700 3.3520 0.2706 0.2312
N 0.8738 1.2162 -0.2213 0.0522 -0.8230 0.3541 -0.4553
H 0.6877 -2.6476 -2.3217 0.9656 -2.0922 -2.8537 0.1691
H -0.9001 2.0332 2.4399 -0.7613 0.4789 0.5110 0.2281
C 0.6005 -0.6686 -1.6266 0.8538 -5.3769 -0.2231 -0.2622
C 0.4507 1.9132 0.8263 -1.8850 -0.3857 -0.0553 0.0763
C 0.3353 0.0233 -0.3473 -1.4703 -1.6746 -2.4611 0.3554
C -1.1402 0.1363 1.3179 -1.4619 -2.4709 0.2630 0.0745
H -0.0556 -2.6936 -0.5636 0.5911 2.1953 -3.3632 0.2301
```
Forces are in eV/Å.

Results
Total charge: 0
SMILES: C=Cc1ncccn1
Orbital gap in eV: 8.847
Energy relative to the best compared isomer or geometry (same formula, charge and spin) in kJ/mol: 264.5
LUMO energy in eV: 0.0



6.
Entry from the OMol25 dataset: C6H6N2 as an isolated structure (the ωB97M-V functional and the def2-TZVPD basis).

The geometry in XYZ format:
```
14
Properties=species:S:1:pos:R:3:forces:R:3:nbo_charge:R:1
N 1.1260 1.5981 0.0369 3.3966 1.8273 -7.3483 -0.7483
H -0.7328 -2.8820 -0.2980 0.4667 1.6101 0.3571 0.2559
H -2.0566 1.6341 -0.2293 3.2919 -2.9899 1.2216 0.2408
H -2.7548 -0.9296 0.5073 1.7130 -0.1218 -1.9536 0.2290
C -0.6266 -1.7689 -0.1605 -2.9013 5.1992 0.1896 -0.2209
H 0.9131 2.4653 -0.7888 0.1460 -2.7798 3.3218 0.3654
C -1.7382 -0.7477 -0.0412 2.4717 -2.9515 2.7155 -0.1997
C 0.5987 -0.8130 -0.1776 1.7255 -1.3245 -1.4149 -0.2023
C 2.0750 -0.9776 -0.0142 7.2558 0.7480 2.0097 0.2619
N 3.2926 -0.7904 0.2654 -9.2583 -1.6065 -2.2997 -0.3273
H -1.3279 0.7717 1.6097 1.2888 -0.1342 -4.4605 0.2909
C -1.1390 0.6627 0.2227 -3.8038 0.4329 0.1057 -0.4839
C 0.3365 0.5095 -0.3561 -4.3860 0.7727 4.9300 0.1611
H 2.0341 1.2676 -0.5763 -1.4068 1.3180 2.6259 0.3774
```
Forces are in eV/Å.

Results
Total charge: 0
Orbital gap in eV: 7.970
Energy relative to the best compared isomer or geometry (same formula, charge and spin) in kJ/mol: 644.7
LUMO energy in eV: -0.6



7.
Entry from the OMol25 dataset: a 2-piece molecular cluster, C6H6N2O overall (the ωB97M-V functional and the def2-TZVPD basis).

The geometry in XYZ format:
```
15
Properties=species:S:1:pos:R:3:forces:R:3:nbo_charge:R:1
C 0.3478 -0.6522 0.1075 1.8204 -2.5121 7.4437 0.4541
H 0.9945 -0.8693 -1.8895 0.1226 -0.1284 -0.1679 0.2153
H -2.1157 3.2273 -0.2764 -0.1118 0.1456 0.0050 0.2198
H -0.4547 1.6131 -1.6918 0.0803 -0.0240 -0.2230 0.2341
C -0.4959 0.4349 0.2001 -0.2979 0.6501 -0.7406 -0.0667
N -1.8682 1.8268 1.2573 -0.1188 -0.1746 0.5898 -0.1667
O 0.7558 -1.2957 1.9047 -1.7021 2.1047 -5.8811 -0.7400
H 2.5453 -2.7604 -1.3755 0.0335 -0.0010 -0.2672 0.1974
N -1.1712 0.7270 1.3464 0.0096 0.0492 -0.0840 -0.2324
H -1.1145 0.1620 2.1862 0.1727 -0.0433 -0.0104 0.4606
C 1.1082 -1.2682 -0.8855 0.2121 -0.0549 -1.1008 -0.3855
C -1.6571 2.3082 0.0311 0.1904 -0.0615 -0.3988 -0.0833
C 1.9391 -2.2915 -0.6206 -0.3336 0.3243 0.2884 -0.1369
C -0.8137 1.4787 -0.6930 -0.0445 -0.2935 0.3774 -0.2215
H 2.0003 -2.6409 0.3991 -0.0329 0.0195 0.1696 0.2515
```
Forces are in eV/Å.

Results
Total charge: 0
Orbital gap (spin up / spin down) in eV: 6.189 / 7.044
Energy relative to the best compared isomer or geometry (same formula, charge and spin) in kJ/mol: 578.8
LUMO energy (spin up / spin down) in eV: -2.0 / -1.9



no.,calculated total energy (eV)
1,-41670.6629
2,-15028.1214
3,-7795.8035
4,-7794.3398
5,-9296.0034
6,-9292.0622
7,-11340.4324